# 1
This record from the OMol25 dataset describes a 2-piece molecular cluster, C2H3BrClNO overall. The level of theory is ωB97M-V/def2-TZVPD.

Last column: Mulliken charge in e.
CARTESIAN COORDINATES (ANGSTROEM)
H -1.122 -2.406 -0.260  0.27
N -0.572 -1.810 0.271  -0.37
C 0.541 -1.561 -0.131  -0.11
Br 1.260 -1.981 -1.884  -0.16
H 1.126 -0.844 0.492  0.38
O -0.184 1.242 1.249  -0.30
C -0.374 2.157 0.539  0.10
Cl -0.345 1.986 -1.207  -0.13
H -0.330 3.216 0.931  0.32

Summary:
HOMO in eV: -10.254
HOMO-LUMO gap in eV: 10.77
ΔE to the lowest compared entry with this formula, charge and spin in kcal per mole: 25.0



# 2
This record from the OMol25 dataset describes a 13-piece molecular cluster, C18H62N16O18 overall. The level of theory is ωB97M-V/def2-TZVPD.

Last column: Mulliken charge in e.
CARTESIAN COORDINATES (ANGSTROEM)
C 7.447 -12.201 -14.351  0.54
O 6.701 -12.407 -15.288  -0.67
N 8.574 -11.408 -14.518  0.32
N 7.355 -12.724 -13.102  -0.39
H 9.034 -10.943 -13.754  0.26
H 8.755 -11.023 -15.433  -0.43
H 7.982 -12.247 -12.481  0.17
H 6.564 -13.307 -12.896  0.26
C 12.197 -6.881 -19.351  0.52
O 12.295 -5.660 -19.330  -0.72
N 11.187 -7.532 -18.739  0.38
N 13.244 -7.716 -19.632  -0.25
H 10.554 -7.036 -18.142  -0.61
H 11.192 -8.539 -18.670  -0.11
H 13.222 -8.721 -19.693  0.15
H 14.072 -7.341 -20.065  0.23
C 15.994 -12.418 -16.786  0.33
O 16.744 -13.168 -17.420  -0.74
N 15.839 -12.477 -15.443  -0.32
N 15.273 -11.423 -17.356  -0.16
H 16.361 -13.289 -15.142  0.24
H 15.211 -11.934 -14.885  0.20
H 15.248 -11.469 -18.361  0.20
H 14.460 -11.192 -16.812  -0.05
C 14.118 -14.578 -19.066  0.53
O 13.304 -14.682 -19.985  -0.81
N 13.833 -14.049 -17.863  0.05
N 15.391 -15.069 -19.095  -0.33
H 12.889 -13.686 -17.833  -0.31
H 14.502 -14.044 -17.122  0.35
H 15.935 -14.903 -18.272  0.17
H 15.725 -15.423 -19.974  0.25
C 9.539 -14.401 -17.906  0.36
O 10.434 -14.280 -17.082  -0.65
N 8.826 -15.556 -18.055  -0.42
N 9.266 -13.506 -18.901  -0.08
H 8.147 -15.504 -18.790  0.14
H 9.107 -16.383 -17.564  0.24
H 9.816 -12.659 -18.843  -0.33
H 8.394 -13.431 -19.391  0.30
C 16.426 -6.608 -17.682  0.61
O 16.644 -5.534 -17.128  -0.69
N 15.243 -7.249 -17.565  -0.09
N 17.357 -7.251 -18.422  -0.37
H 14.477 -6.714 -17.195  0.00
H 14.990 -8.188 -17.801  0.13
H 17.062 -8.114 -18.838  0.17
H 18.275 -6.851 -18.485  0.22
C 10.950 -11.617 -20.880  0.24
O 11.119 -11.075 -19.778  -0.19
N 11.559 -12.781 -21.183  -0.25
N 9.938 -11.322 -21.732  -0.36
H 12.359 -13.138 -20.674  0.14
H 11.333 -13.253 -22.040  0.13
H 9.313 -10.594 -21.412  0.07
H 9.858 -11.632 -22.682  0.19
C 12.192 -14.085 -13.750  0.33
O 12.689 -14.512 -12.717  -0.72
N 11.057 -13.351 -13.738  -0.04
N 12.689 -14.205 -15.009  0.13
H 10.541 -12.892 -14.469  0.13
H 10.615 -13.400 -12.833  0.18
H 12.062 -14.144 -15.793  -0.07
H 13.446 -14.843 -15.190  0.27
C 8.099 -8.720 -19.669  0.20
C 7.686 -10.064 -19.063  1.98
O 6.510 -10.581 -19.669  -0.63
O 8.590 -8.721 -20.999  -0.61
H 8.590 -8.085 -18.930  -0.12
H 7.128 -8.222 -19.818  0.25
H 7.466 -10.021 -17.996  -0.43
H 8.551 -10.727 -19.163  -1.22
H 5.810 -10.632 -19.018  0.41
H 8.738 -7.829 -21.317  0.28
C 5.465 -7.772 -15.936  -0.66
C 6.083 -8.889 -15.088  -0.11
O 7.295 -8.479 -14.431  -0.56
O 6.478 -7.357 -16.873  -0.41
H 5.190 -6.938 -15.288  0.28
H 4.625 -8.197 -16.489  0.45
H 6.394 -9.764 -15.663  -0.03
H 5.477 -9.173 -14.228  0.40
H 7.966 -8.125 -15.023  0.14
H 5.915 -7.266 -17.649  0.24
C 9.023 -4.806 -15.708  -0.93
C 9.714 -5.743 -16.688  -0.71
O 9.049 -7.028 -16.672  0.54
O 9.155 -5.110 -14.340  -0.43
H 7.935 -4.880 -15.864  0.37
H 9.272 -3.749 -15.847  0.44
H 10.760 -5.830 -16.383  0.41
H 9.755 -5.449 -17.738  0.59
H 8.122 -6.761 -16.515  -0.20
H 8.751 -4.404 -13.832  0.27
C 11.063 -9.948 -15.811  -0.18
C 11.793 -11.134 -16.326  0.30
O 12.519 -10.858 -17.513  0.61
O 9.823 -9.838 -16.516  0.97
H 11.572 -8.988 -15.963  0.15
H 10.892 -9.922 -14.726  0.28
H 11.138 -12.010 -16.268  -1.06
H 12.468 -11.446 -15.517  0.35
H 11.989 -11.055 -18.310  0.07
H 9.563 -8.914 -16.389  -0.63
C 11.629 -7.149 -13.537  0.54
C 11.742 -5.872 -12.730  -0.42
O 13.026 -5.795 -12.035  -0.59
O 12.930 -7.550 -14.015  -0.68
H 11.010 -7.015 -14.424  -0.40
H 11.330 -8.001 -12.928  0.26
H 10.971 -5.862 -11.959  0.31
H 11.760 -4.930 -13.279  0.18
H 13.475 -6.542 -12.461  0.42
H 13.127 -7.013 -14.791  0.33

Summary:
HOMO in eV: -9.432
HOMO-LUMO gap in eV: 9.37
ΔE to the lowest compared entry with this formula, charge and spin in kcal per mole: 69.2



# 3
This record from the OMol25 dataset describes C48H58O3PRhS3Sb as an isolated structure. The level of theory is ωB97M-V/def2-TZVPD.

Last column: Mulliken charge in e.
CARTESIAN COORDINATES (ANGSTROEM)
Rh 1.522 1.086 -0.808  -0.65
C 3.503 0.514 -3.419  0.23
C 4.174 1.109 -2.364  0.59
C 3.641 0.577 -1.111  1.23
C 2.689 -0.494 -1.426  1.03
C 2.654 -0.451 -2.899  0.88
C 2.034 -1.482 -3.744  -2.27
C 2.466 -1.821 -0.648  -1.69
C 4.408 0.589 0.171  -1.06
C 5.224 2.094 -2.447  -1.39
C 3.570 0.861 -4.872  -1.68
H 2.755 -2.170 -4.234  0.37
H 1.417 -1.052 -4.526  0.48
H 1.384 -2.079 -3.062  0.39
H 1.376 -1.953 -0.436  0.44
H 3.063 -1.711 0.308  0.28
H 2.928 -2.605 -1.222  0.40
H 3.848 0.018 0.964  0.26
H 4.440 1.620 0.600  0.03
H 5.409 0.102 0.059  0.31
H 5.134 2.888 -1.714  0.13
H 5.254 2.557 -3.466  0.41
H 6.280 1.653 -2.365  0.27
H 2.867 1.687 -5.151  0.22
H 3.306 0.021 -5.503  0.47
H 4.609 1.202 -5.143  0.39
C -2.305 4.399 -2.458  -1.07
C -2.881 3.142 -3.009  0.52
C -4.324 3.201 -3.365  -1.32
O -2.696 2.015 -1.888  -0.22
P -1.359 1.194 -1.683  0.91
S -0.738 1.115 0.216  -0.49
S 0.150 2.058 -2.597  -0.65
O -1.687 -0.283 -2.184  -0.27
C -3.000 -1.134 -2.150  0.71
C -3.952 -0.723 -1.071  -1.33
C -3.706 -1.062 -3.499  -0.99
H -2.532 5.202 -3.166  0.50
H -1.144 4.370 -2.469  0.11
H -2.717 4.620 -1.465  0.27
H -2.302 2.782 -3.881  0.34
H -5.029 3.420 -2.525  0.27
H -4.580 2.278 -3.895  0.31
H -4.356 4.055 -4.101  0.39
H -2.546 -2.141 -1.979  0.20
H -4.494 0.210 -1.310  0.21
H -3.530 -0.703 -0.053  0.30
H -4.766 -1.467 -1.045  0.50
H -3.958 -0.020 -3.739  0.00
H -4.690 -1.606 -3.392  0.39
H -3.102 -1.477 -4.318  0.32
C -1.578 6.659 2.278  -0.50
C -1.705 5.265 2.613  -0.87
C -0.841 4.335 2.055  -0.26
C 0.027 4.720 1.008  1.10
C 0.017 6.023 0.579  -0.37
C -0.797 7.013 1.214  -0.73
Sb 1.742 3.249 0.765  1.28
C 3.506 4.449 0.392  0.34
C 4.478 4.567 1.383  -0.28
C 5.460 5.594 1.336  -0.73
C 5.497 6.516 0.310  -0.59
C 4.492 6.461 -0.693  -0.69
C 3.507 5.424 -0.647  -0.38
C 1.836 3.038 3.035  0.14
C 2.060 4.193 3.759  -0.25
C 2.213 4.179 5.180  -0.79
C 2.240 2.944 5.835  -0.41
C 2.007 1.781 5.091  -0.50
C 1.793 1.848 3.716  -0.41
H -2.147 7.379 2.913  0.34
H -2.426 4.981 3.367  0.44
H -0.814 3.333 2.490  0.31
H 0.732 6.387 -0.169  0.26
H -0.720 7.964 0.775  0.47
H 4.482 3.870 2.229  0.41
H 6.165 5.549 2.134  0.41
H 6.077 7.404 0.317  0.38
H 4.461 7.246 -1.449  0.40
H 2.740 5.360 -1.408  0.54
H 1.938 5.153 3.296  0.44
H 2.274 5.122 5.696  0.43
H 2.484 2.968 6.938  0.32
H 1.884 0.840 5.666  0.36
H 1.591 0.933 3.160  0.40
O -0.226 -4.971 1.830  -0.66
S -1.271 -5.411 0.819  0.57
C -0.878 -7.158 0.537  -0.96
C -1.797 -7.778 -0.458  0.59
C -2.928 -8.472 0.018  -0.05
C -3.899 -8.988 -0.846  -0.78
C -3.693 -8.793 -2.223  -0.33
C -2.568 -8.143 -2.721  -0.48
C -1.562 -7.725 -1.840  -0.59
C -3.015 -5.482 1.582  -0.94
C -3.031 -5.385 3.086  0.55
C -2.835 -6.514 3.894  -0.02
C -2.869 -6.409 5.296  -0.73
C -3.146 -5.155 5.891  -0.37
C -3.249 -4.017 5.086  -0.66
C -3.176 -4.122 3.720  -0.30
H -0.903 -7.738 1.462  0.34
H 0.143 -7.195 0.123  0.49
H -2.979 -8.610 1.115  0.30
H -4.841 -9.417 -0.485  0.38
H -4.428 -9.159 -2.938  0.35
H -2.414 -7.892 -3.810  0.31
H -0.700 -7.249 -2.220  0.45
H -3.503 -6.396 1.237  0.30
H -3.590 -4.635 1.192  0.55
H -2.539 -7.438 3.428  0.21
H -2.654 -7.288 5.875  0.40
H -3.356 -5.117 6.960  0.37
H -3.346 -3.086 5.612  0.39
H -3.133 -3.212 3.095  0.32

Summary:
HOMO (alpha / beta) in eV: -9.512 / -10.137
HOMO-LUMO gap (alpha / beta) in eV: 7.77 / 5.33
Charge: +1
ΔE to the lowest compared entry with this formula, charge and spin in kcal per mole: 19.9
2S+1: 5



# 4
This record from the OMol25 dataset describes a 2-piece molecular cluster, C5H13N3 overall. The level of theory is ωB97M-V/def2-TZVPD.

Last column: Mulliken charge in e.
CARTESIAN COORDINATES (ANGSTROEM)
C -0.613 -0.341 -0.848  -0.49
C -1.845 -1.162 -1.048  -1.27
C 1.696 1.091 -0.546  -1.30
N 0.140 -0.679 0.167  0.61
C 1.388 -0.044 0.377  0.98
N -0.260 -1.676 1.115  -0.81
N -1.549 2.252 -0.259  -0.74
C 2.229 -0.431 1.333  -0.97
H -1.143 1.358 -0.661  0.42
H -0.138 -1.315 2.057  0.27
H 0.313 -2.510 1.006  0.25
H -2.143 2.673 -0.976  0.23
H -2.158 1.986 0.510  0.25
H -1.545 -2.053 -1.605  0.35
H -2.564 -0.619 -1.659  0.34
H -2.310 -1.497 -0.119  0.35
H 2.708 1.446 -0.374  0.38
H 1.586 0.776 -1.580  0.30
H 0.997 1.907 -0.371  0.28
H 2.048 -1.247 2.010  0.30
H 3.163 0.083 1.471  0.25

Summary:
HOMO in eV: -8.156
HOMO-LUMO gap in eV: 8.99
ΔE to the lowest compared entry with this formula, charge and spin in kcal per mole: 80.6



# 5
This record from the OMol25 dataset describes an isolated ion of composition C2H2N5 and charge +1. The level of theory is ωB97M-V/def2-TZVPD.

Last column: Mulliken charge in e.
CARTESIAN COORDINATES (ANGSTROEM)
C -1.101 -0.614 -0.005  -0.09
C 1.197 -0.418 -0.032  0.44
N 3.508 0.059 0.042  -0.46
N 0.111 -0.994 -0.019  -0.10
N -0.504 1.653 -0.017  -0.53
N 2.417 -0.222 0.008  0.65
N -1.341 0.810 0.001  0.38
H -1.933 -1.292 -0.013  0.40
H -2.355 1.016 0.035  0.30

Summary:
HOMO (alpha / beta) in eV: -14.448 / -14.449
HOMO-LUMO gap (alpha / beta) in eV: 6.83 / 6.83
Charge: +1
ΔE to the lowest compared entry with this formula, charge and spin in kcal per mole: 107.6



# 6
This record from the OMol25 dataset describes C16H20F3OW as an isolated structure. The level of theory is ωB97M-V/def2-TZVPD.

Last column: Mulliken charge in e.
CARTESIAN COORDINATES (ANGSTROEM)
W 0.357 -0.129 1.312  1.59
C 0.823 -1.776 2.700  0.03
C -0.599 -1.730 2.725  -0.68
C -1.092 -2.135 1.437  -0.63
H -1.208 -1.539 3.603  0.37
C 0.051 -2.415 0.612  -0.49
C 1.234 -2.217 1.391  -0.65
H 2.243 -2.439 1.071  0.35
H 1.473 -1.573 3.554  0.44
H -2.121 -2.269 1.159  0.44
H 0.012 -2.804 -0.399  0.81
C 1.635 1.680 2.011  -1.09
C 2.439 0.533 1.751  -0.34
C 2.474 0.350 0.316  -0.97
H 2.957 -0.065 2.497  0.55
C 1.798 1.457 -0.255  -0.02
C 1.250 2.254 0.760  -0.64
H 0.688 3.177 0.616  0.45
H 1.426 2.091 3.017  0.47
H 2.999 -0.433 -0.215  0.40
H 1.788 1.703 -1.339  0.62
O -0.473 0.335 -1.085  -0.66
C -0.673 0.050 -2.586  1.12
C -2.174 0.317 -2.337  -0.61
C -0.103 -1.317 -2.860  -1.14
C 0.045 1.188 -3.350  -1.77
C -1.880 0.664 -0.940  -0.54
H -2.853 -0.503 -2.481  0.32
H -2.546 1.169 -2.898  0.29
H -1.907 1.718 -0.769  0.23
H -2.409 0.093 -0.196  0.18
H -0.527 -1.850 -3.756  0.32
H -0.270 -1.928 -1.972  -0.08
H 0.972 -1.207 -2.998  0.36
H -0.327 1.367 -4.377  0.31
H 1.110 0.979 -3.406  0.38
H -0.099 2.117 -2.771  0.47
F -2.606 0.483 2.388  -0.26
C -1.360 1.074 2.387  -0.44
F -1.564 2.362 1.958  -0.18
F -0.985 1.168 3.724  -0.30

Summary:
HOMO (alpha / beta) in eV: 0.434 / -2.024
HOMO-LUMO gap (alpha / beta) in eV: 2.48 / 4.82
Charge: -1
2S+1: 3